[1]
33
Properties=species:S:1:pos:R:3 method="wB97M-V/def2-TZVPD" multiplicity=1 charge=+2 gap_ev=3.421
O -2.103 -0.957 3.449
C -1.220 -1.110 2.634
C -1.024 -2.123 1.543
C -0.904 -1.117 0.372
C -0.476 -1.743 -0.951
C -1.209 -1.210 -2.176
O -0.780 -1.813 -3.348
C -1.168 0.296 -2.395
F -1.614 0.620 -3.589
F 0.152 0.812 -2.386
F -1.827 0.995 -1.485
C -0.059 0.010 1.060
C 1.381 0.238 0.759
C 1.892 1.533 1.416
C 1.680 2.804 0.644
S 0.160 3.626 0.799
O -0.166 -0.165 2.425
H -1.956 -2.654 1.463
H -0.152 -2.725 1.700
H -1.905 -0.746 0.234
H 0.596 -1.774 -1.106
H -0.787 -2.771 -0.887
H -2.250 -1.437 -2.019
H 0.141 -2.061 -3.281
H -0.572 0.956 0.787
H 1.990 -0.562 1.149
H 1.547 0.270 -0.326
H 1.458 1.602 2.401
H 2.955 1.409 1.520
H 1.804 2.578 -0.480
H 2.438 3.539 0.883
H -0.577 2.730 1.481
Hg 2.556 0.951 -2.291

=====

[2]
41
Properties=species:S:1:pos:R:3 method="wB97M-V/def2-TZVPD" multiplicity=3 charge=-1 gap_ev="8.501 / 5.609"
O -1.387 0.584 0.785
V -1.235 -1.020 0.837
F 0.623 -0.786 2.121
F -1.050 -3.062 -0.018
C -3.243 -0.285 3.215
O -2.539 -1.329 2.683
H -2.924 0.692 2.851
H -4.314 -0.438 3.080
H -3.023 -0.236 4.281
C -4.818 -1.496 -2.765
F -3.846 -1.476 -3.650
F -5.210 -0.241 -2.627
F -5.715 -2.299 -3.223
S -4.131 -2.072 -1.012
O -3.540 -3.407 -1.094
O -3.130 -1.114 -0.506
O -5.325 -2.126 -0.141
O -0.172 -0.565 -1.115
C 0.993 -0.755 -1.507
O 1.731 0.247 -1.824
C 3.080 -0.153 -1.928
C 3.032 -1.499 -1.373
C 1.642 -2.042 -1.731
H 3.892 0.198 -1.292
H 3.514 -0.271 -2.921
H 3.108 -1.365 -0.294
H 3.817 -2.201 -1.655
H 1.334 -2.719 -0.934
H 1.498 -2.275 -2.786
O 4.398 3.932 2.164
C 3.376 3.526 1.659
O 2.180 4.100 1.795
C 1.173 3.425 1.118
C 1.753 2.056 1.100
C 3.246 2.169 0.971
H 0.977 3.786 0.109
H 0.203 3.575 1.592
H 1.149 1.394 0.480
H 1.551 1.713 2.115
H 3.523 2.450 -0.045
H 3.808 1.387 1.482

=====

[3]
27
Properties=species:S:1:pos:R:3 method="wB97M-V/def2-TZVPD" multiplicity=1 charge=+1 e_above_lowest_kcal_mol=95.3 gap_ev=9.626
C -2.581 -0.956 -0.204
C -1.486 -1.732 -0.149
C -1.544 1.225 0.511
C -2.561 0.541 0.108
C 0.310 -0.850 1.602
C -0.130 -1.352 0.170
C 0.181 0.096 0.486
C 0.875 -2.308 -0.487
C 1.042 1.295 -1.590
C 1.424 2.054 0.737
N 1.311 0.857 -0.123
F -3.780 1.238 -0.175
H -3.582 -1.321 -0.539
H -1.701 -2.776 -0.311
H -1.252 2.157 0.771
H -0.440 -0.858 2.471
H 1.210 -1.229 1.899
H 0.465 -3.218 -0.586
H 1.852 -2.328 -0.084
H 1.022 -1.940 -1.553
H -0.039 1.386 -1.799
H 1.810 2.056 -1.875
H 1.236 0.396 -2.033
H 0.451 2.644 0.649
H 1.489 1.836 1.771
H 2.302 2.772 0.457
H 2.118 0.317 -0.122

=====

[4]
29
Properties=species:S:1:pos:R:3 method="wB97M-V/def2-TZVPD" multiplicity=3 charge=+1 e_above_lowest_kcal_mol=0.0 gap_ev="5.306 / 8.517"
C -3.362 -0.931 0.070
C 2.237 -1.346 0.023
C -2.286 -1.833 -0.375
C 1.223 -0.532 -0.344
C -0.026 -0.967 -0.762
C -3.145 -0.139 1.360
C 3.634 -0.861 0.265
C 1.430 0.963 -0.488
C 2.905 1.282 -0.671
C -3.258 0.573 0.057
N -1.077 -1.466 -0.478
N -4.394 1.328 -0.208
N 3.659 0.620 0.429
F -2.057 1.116 -0.445
H -4.355 -1.322 -0.101
H 2.106 -2.410 0.099
H -2.509 -2.883 -0.483
H -3.964 -0.034 2.051
H -2.166 -0.224 1.806
H 4.037 -1.332 1.164
H 4.294 -1.121 -0.572
H 0.860 1.324 -1.344
H 1.029 1.474 0.392
H 3.266 0.888 -1.622
H 3.083 2.358 -0.637
H -4.614 1.411 -1.192
H -4.373 2.247 0.219
H 3.196 0.859 1.315
H 4.626 0.957 0.473

=====

[5]
41
Properties=species:S:1:pos:R:3 method="wB97M-V/def2-TZVPD" multiplicity=1 charge=+1 e_above_lowest_kcal_mol=42.5 gap_ev=6.332
W -1.160 0.050 1.131
Te -0.669 4.631 2.258
Te -2.092 4.313 -0.004
Te -4.238 3.177 1.150
Te -3.622 0.542 0.617
N 0.123 0.567 -0.350
C 0.707 1.053 -1.239
N 1.332 1.592 -2.226
C 1.698 0.843 -3.444
C 3.211 0.863 -3.584
O 3.691 2.191 -3.576
C 3.415 2.841 -2.351
C 1.915 2.946 -2.129
H 1.234 1.345 -4.295
H 1.306 -0.169 -3.368
H 3.508 0.421 -4.533
H 3.670 0.288 -2.768
H 3.857 3.834 -2.410
H 3.879 2.296 -1.519
H 1.459 3.561 -2.907
H 1.675 3.365 -1.154
N -0.465 2.654 2.725
C -0.776 1.716 2.017
N -3.217 -4.346 -1.566
N -2.267 -3.612 -0.889
N -0.998 -3.939 -0.903
C -0.464 -2.917 -0.250
N -1.390 -2.023 0.119
N -2.555 -2.498 -0.298
H -2.987 -5.328 -1.462
H -4.124 -4.130 -1.166
H 0.590 -2.822 -0.052
N -0.512 -0.297 4.107
C -0.462 -1.108 5.159
C -0.763 -2.387 4.714
C -0.984 -2.247 3.353
N -0.826 -0.968 2.977
H -0.394 0.710 4.053
H -0.227 -0.734 6.141
H -0.818 -3.283 5.304
H -1.258 -2.988 2.622

=====

[6]
29
Properties=species:S:1:pos:R:3 method="wB97M-V/def2-TZVPD" multiplicity=1 charge=+1 e_above_lowest_kcal_mol=79.9 gap_ev="5.420 / 5.427"
C -0.996 -2.761 -0.120
C -1.974 -2.067 0.604
C -0.275 -2.230 -1.141
C -2.442 -0.844 0.187
C 0.677 0.275 1.693
C -0.061 1.466 2.282
C -0.135 2.498 1.230
C 1.047 2.210 0.245
C 0.171 -0.553 -2.804
C 2.127 0.145 -0.325
N 1.282 0.769 0.472
N -0.195 -0.864 -1.445
O 0.863 -0.842 2.105
S -1.505 0.173 -0.965
H -0.763 -3.758 0.175
H -2.582 -2.649 1.313
H 0.524 -2.877 -1.628
H -2.986 -0.167 0.790
H -1.039 1.162 2.704
H 0.564 1.623 3.193
H -0.973 2.154 0.605
H -0.216 3.506 1.499
H 0.891 2.272 -0.758
H 1.889 2.789 0.627
H -0.506 -0.993 -3.589
H 0.158 0.606 -2.932
H 1.271 -0.811 -3.132
H 2.440 -0.880 0.047
H 2.743 0.648 -0.933

=====

[7]
28
Properties=species:S:1:pos:R:3 method="wB97M-V/def2-TZVPD" multiplicity=1 charge=0 e_above_lowest_kcal_mol=138.8 gap_ev="7.499 / 6.871"
C 0.954 0.727 -2.113
C 0.724 -1.208 -1.071
C 1.306 -0.667 -2.159
C -0.948 1.747 1.686
C -1.725 0.745 0.853
C -0.931 -0.321 0.583
C 2.102 -1.388 -3.130
C -3.088 0.408 1.489
C -0.682 -1.448 1.443
C 1.490 1.836 1.488
N 0.216 0.945 -1.033
N 0.189 2.192 1.808
N 0.043 -0.275 -0.455
H 1.346 1.391 -2.833
H 0.564 -2.230 -0.834
H -1.861 1.448 -0.109
H 1.700 -2.288 -3.460
H 2.477 -0.752 -3.880
H 2.841 -1.701 -2.441
H -2.947 -0.274 2.400
H -3.570 -0.229 0.804
H -3.664 1.327 1.736
H 0.333 -1.702 1.574
H -1.247 -2.374 1.111
H -1.075 -1.194 2.392
H 2.054 2.622 1.829
H 1.517 1.832 0.432
H 1.884 0.830 1.893

=====

[8]
29
Properties=species:S:1:pos:R:3 method="wB97M-V/def2-TZVPD" multiplicity=1 charge=0 e_above_lowest_kcal_mol=136.3 gap_ev="7.154 / 7.153"
C -0.665 1.885 0.081
C -1.894 1.303 0.189
C -1.010 -0.934 0.239
C 0.251 -0.455 0.268
C 0.463 0.985 0.209
C -2.246 -0.135 0.089
C -2.869 -0.370 -1.400
C -3.309 -0.615 1.175
C 3.289 0.393 -1.292
C 3.321 -0.063 1.165
N 1.661 1.292 0.094
N 1.403 -1.129 -0.246
N 2.596 0.299 -0.030
O 1.778 -2.258 0.079
H -0.559 2.906 0.262
H -2.800 1.999 0.176
H -1.111 -2.037 0.069
H -3.113 -1.448 -1.570
H -1.988 -0.124 -2.049
H -3.705 0.272 -1.541
H -3.756 -1.573 0.864
H -4.115 0.098 1.234
H -2.827 -0.784 2.081
H 2.622 0.292 -2.175
H 3.930 1.350 -1.405
H 4.088 -0.478 -1.143
H 3.798 -1.103 1.011
H 4.104 0.554 1.426
H 2.663 -0.123 2.138

=====

| no. | maximum force (hartree/bohr) |
| --- | --- |
| 1 | 0.06634 |
| 2 | 0.11205 |
| 3 | 0.12039 |
| 4 | 0.05533 |
| 5 | 0.00630 |
| 6 | 0.13739 |
| 7 | 0.10027 |
| 8 | 0.09745 |